100
Properties=species:S:1:pos:R:3 method="wB97M-V/def2-TZVPD" homo_ev=-15.42 mol_weight_g_mol=842.771 orbital_gap_ev=6.890 charge=+3
Al 0.559 -0.240 -0.170
C -2.556 3.969 0.321
N -1.422 3.165 -0.144
C -1.143 1.906 0.223
N -0.008 1.534 -0.386
C 0.447 2.572 -1.151
C -0.446 3.611 -1.020
C -0.425 4.970 -1.576
C 0.666 5.795 -1.306
C 0.695 7.084 -1.814
C -0.361 7.550 -2.586
C -1.448 6.729 -2.856
C -1.483 5.439 -2.352
C 1.637 2.327 -1.968
C 2.491 1.281 -1.611
C 3.587 0.929 -2.385
C 3.849 1.650 -3.542
C 3.021 2.707 -3.899
C 1.924 3.051 -3.120
P -2.130 0.782 1.309
C -0.710 0.135 2.268
N 0.477 -0.197 1.722
C 1.332 -0.531 2.753
C 0.632 -0.447 3.931
N -0.637 -0.011 3.597
C -1.705 0.286 4.555
C 1.080 -0.675 5.311
C 2.226 -0.029 5.770
C 2.672 -0.252 7.062
C 1.980 -1.119 7.896
C 0.838 -1.766 7.442
C 0.386 -1.546 6.151
C 2.744 -0.840 2.504
C 3.488 0.022 1.700
C 4.816 -0.260 1.414
C 5.408 -1.399 1.945
C 4.678 -2.240 2.777
C 3.349 -1.962 3.063
C -2.189 -0.599 0.102
N -1.129 -0.946 -0.645
C -1.552 -1.830 -1.611
C -2.887 -2.082 -1.391
N -3.258 -1.283 -0.322
C -4.619 -1.199 0.212
C -3.836 -2.987 -2.056
C -3.698 -4.365 -1.902
C -4.599 -5.223 -2.514
C -5.637 -4.708 -3.277
C -5.780 -3.335 -3.430
C -4.883 -2.473 -2.818
C -0.663 -2.130 -2.736
C 0.205 -1.118 -3.157
C 1.089 -1.330 -4.203
C 1.098 -2.557 -4.854
C 0.208 -3.550 -4.469
C -0.674 -3.341 -3.418
H -2.824 3.656 1.327
H -3.403 3.847 -0.349
H -2.251 5.012 0.333
H 1.482 5.434 -0.693
H 1.538 7.727 -1.603
H -0.336 8.556 -2.980
H -2.266 7.094 -3.461
H -2.317 4.790 -2.592
H 2.411 0.767 -0.638
H 4.243 0.129 -2.071
H 4.703 1.398 -4.155
H 3.226 3.270 -4.799
H 1.282 3.868 -3.423
H -1.246 0.594 5.491
H -2.314 -0.599 4.723
H -2.318 1.095 4.166
H 2.760 0.656 5.122
H 3.555 0.258 7.422
H 2.333 -1.295 8.903
H 0.302 -2.442 8.093
H -0.488 -2.077 5.792
H 3.055 0.961 1.370
H 5.398 0.424 0.811
H 6.445 -1.619 1.733
H 5.151 -3.108 3.216
H 2.783 -2.616 3.716
H -5.038 -2.201 0.242
H -5.232 -0.572 -0.431
H -4.583 -0.783 1.215
H -2.899 -4.763 -1.288
H -4.495 -6.292 -2.392
H -6.338 -5.378 -3.755
H -6.586 -2.937 -4.029
H -4.983 -1.404 -2.958
H 0.132 -0.114 -2.738
H 1.738 -0.529 -4.531
H 1.782 -2.731 -5.673
H 0.198 -4.497 -4.992
H -1.362 -4.124 -3.130
Cl 2.024 -2.012 -0.581
C 1.886 -3.843 0.024
Cl 0.346 -4.514 -0.240
H 2.143 -3.747 1.073
H 2.661 -4.263 -0.608